(1)
Molecular formula: C20H22Cl2N2O2
Method: DFT, ωB97M-V/def2-TZVPD

Positions of all 48 atoms, in Å:
O 1.187 3.708 -0.780
C 1.258 2.945 -1.717
C 2.297 3.148 -2.834
O 2.694 1.953 -3.470
C 3.501 1.094 -2.788
C 3.894 1.241 -1.463
C 4.728 0.310 -0.866
C 5.172 -0.782 -1.590
Cl 6.214 -1.942 -0.853
C 4.783 -0.961 -2.910
C 3.952 -0.027 -3.498
Cl 3.448 -0.231 -5.133
N 0.476 1.867 -1.945
C -0.596 1.374 -1.189
C -1.210 0.203 -1.622
C -2.285 -0.317 -0.927
C -2.770 0.312 0.216
C -3.902 -0.301 1.007
N -3.495 -1.204 2.072
C -2.829 -0.588 3.210
C -1.320 -0.837 3.222
C -1.046 -2.339 3.362
C -2.198 -3.153 2.758
C -2.817 -2.396 1.591
C -2.150 1.484 0.633
C -1.075 2.017 -0.053
H 1.835 3.751 -3.622
H 3.153 3.702 -2.432
H 3.549 2.079 -0.879
H 5.027 0.438 0.161
H 5.122 -1.814 -3.475
H 0.688 1.335 -2.781
H -0.847 -0.297 -2.510
H -2.765 -1.215 -1.288
H -4.508 0.487 1.462
H -4.544 -0.879 0.333
H -3.038 0.482 3.214
H -3.265 -1.009 4.126
H -0.894 -0.458 2.291
H -0.861 -0.286 4.044
H -0.111 -2.586 2.856
H -0.931 -2.604 4.414
H -1.836 -4.123 2.415
H -2.971 -3.331 3.506
H -2.022 -2.164 0.862
H -3.564 -3.019 1.085
H -2.518 2.003 1.505
H -0.611 2.929 0.282

F_max ... 0.011 hartree/bohr
Total charge ... 0
SMILES string ... O=C(COc1ccc(Cl)cc1Cl)Nc1ccc(CN2CCCCC2)cc1
Lowest unoccupied orbital energy ... 0.53 eV
Gap between HOMO and LUMO ... 8.61 eV

What are the Löwdin partial charges on each atom? They are as follows, in elementary charge units:
1. O 0.079
2. C -0.462
3. C -0.087
4. O -0.090
5. C -0.293
6. C 0.004
7. C -0.091
8. C -0.680
9. Cl 0.681
10. C -0.123
11. C -0.584
12. Cl 0.731
13. N 0.150
14. C -0.211
15. C -0.015
16. C -0.047
17. C -0.218
18. C -0.154
19. N -0.161
20. C -0.189
21. C -0.177
22. C -0.195
23. C -0.182
24. C -0.208
25. C -0.034
26. C 0.002
27. H 0.146
28. H 0.141
29. H 0.116
30. H 0.110
31. H 0.108
32. H 0.148
33. H 0.113
34. H 0.114
35. H 0.123
36. H 0.122
37. H 0.107
38. H 0.118
39. H 0.102
40. H 0.109
41. H 0.106
42. H 0.104
43. H 0.108
44. H 0.111
45. H 0.112
46. H 0.122
47. H 0.113
48. H 0.101

***

(2)
Molecular formula: C9H7NS
Method: DFT, ωB97M-V/def2-TZVPD

Positions of all 18 atoms, in Å:
C -0.524 1.627 -2.223
C -0.019 1.566 -0.811
C 0.596 2.537 -0.131
S 1.016 3.769 0.756
C 0.128 0.210 -0.168
C -0.133 -1.106 -0.630
C -0.122 -2.257 0.195
C -0.007 -2.243 1.575
C 0.229 -0.925 2.213
N 1.501 -0.121 1.917
C 0.574 0.128 1.163
H -1.205 0.814 -2.303
H 0.289 1.688 -2.777
H -0.998 2.611 -2.264
H -0.351 -1.200 -1.623
H -0.370 -3.169 -0.149
H -0.228 -3.035 2.108
H -0.375 -0.895 3.153

ΔE to the lowest compared entry with this formula, charge and spin ... 127.50 kcal per mole
F_max ... 0.140 hartree/bohr
Total charge ... 0
SMILES string ... CC(=C=S)C1=CC=C[C@H]2N=C12
Lowest unoccupied orbital energy ... -0.45 eV
Gap between HOMO and LUMO ... 7.32 eV

What are the Löwdin partial charges on each atom? They are as follows, in elementary charge units:
1. C -0.012
2. C -0.287
3. C -0.599
4. S 0.774
5. C -0.109
6. C -0.001
7. C -0.064
8. C -0.017
9. C -0.181
10. N 0.238
11. C -0.266
12. H 0.079
13. H 0.039
14. H 0.098
15. H 0.073
16. H 0.061
17. H 0.045
18. H 0.130

***

(3)
Molecular formula: C40H123BF4N17O17
Method: DFT, ωB97M-V/def2-TZVPD

Positions of all 202 atoms, in Å:
B -18.084 38.213 -2.092
F -16.829 38.627 -2.391
F -18.147 38.058 -0.776
F -19.044 39.044 -2.576
F -18.301 36.987 -2.599
C -17.886 40.252 -6.004
O -18.237 40.125 -7.191
N -17.713 39.200 -5.214
N -17.722 41.351 -5.364
H -17.516 39.231 -4.224
H -17.936 38.293 -5.599
H -17.650 42.130 -6.003
H -17.415 41.353 -4.402
C -22.578 40.762 -3.352
O -22.676 39.883 -4.182
N -22.364 42.040 -3.584
N -22.917 40.676 -2.103
H -22.395 42.668 -2.794
H -22.242 42.398 -4.521
H -22.890 41.501 -1.521
H -23.559 39.933 -1.867
C -16.703 38.829 4.893
O -16.125 39.131 5.877
N -17.426 37.836 4.777
N -16.704 39.586 3.857
H -17.819 37.639 3.867
H -17.206 37.067 5.393
H -17.177 39.248 3.031
H -16.547 40.583 3.913
C -15.586 35.623 -3.943
O -14.859 34.732 -4.330
N -16.540 36.155 -4.665
N -15.393 36.151 -2.803
H -17.119 36.885 -4.276
H -16.492 36.003 -5.662
H -15.633 37.069 -2.457
H -14.732 35.654 -2.222
C -9.915 41.761 -2.080
C -11.290 42.270 -2.613
C -11.413 41.930 -4.120
O -10.588 42.678 -4.925
C -10.808 42.426 -6.365
N -12.332 41.630 -1.860
H -9.805 42.249 -1.112
H -9.165 42.217 -2.727
H -9.760 40.694 -1.921
H -11.451 43.335 -2.440
H -12.474 42.094 -4.312
H -11.306 40.869 -4.342
H -11.812 42.671 -6.711
H -10.716 41.370 -6.621
H -10.019 42.958 -6.896
H -12.075 41.803 -0.898
H -12.319 40.620 -1.890
C -16.125 33.196 2.446
C -16.580 34.690 2.438
C -15.673 35.828 1.927
O -14.350 35.805 2.489
C -14.240 36.072 3.870
N -17.701 34.620 1.543
H -16.863 32.451 2.743
H -15.283 33.143 3.136
H -15.925 32.941 1.405
H -16.820 35.023 3.448
H -16.226 36.767 1.907
H -15.637 35.762 0.840
H -14.631 35.286 4.517
H -14.785 36.943 4.235
H -13.186 36.334 3.963
H -17.535 34.115 0.685
H -17.978 35.536 1.220
C -23.778 35.994 2.185
C -22.475 35.701 1.434
C -22.195 34.177 1.319
O -23.129 33.404 0.572
C -22.673 32.049 0.345
N -22.511 36.384 0.154
H -24.125 37.027 2.147
H -23.767 35.883 3.270
H -24.637 35.482 1.751
H -21.642 36.153 1.973
H -21.998 33.777 2.314
H -21.332 34.043 0.666
H -21.851 31.962 -0.365
H -23.544 31.543 -0.074
H -22.394 31.542 1.269
H -23.414 36.294 -0.290
H -21.862 36.052 -0.545
C -13.023 36.939 -7.821
C -14.008 37.971 -7.224
C -13.129 39.037 -6.457
O -13.852 39.808 -5.577
C -14.094 39.215 -4.335
N -14.936 38.651 -8.152
H -13.697 36.098 -7.983
H -12.138 36.742 -7.215
H -12.544 37.379 -8.696
H -14.554 37.446 -6.441
H -12.567 39.546 -7.239
H -12.319 38.566 -5.899
H -14.468 38.191 -4.363
H -14.745 39.875 -3.762
H -13.146 39.148 -3.802
H -14.371 38.982 -8.921
H -15.407 39.453 -7.758
C -21.917 36.295 -3.416
C -21.125 36.457 -4.770
C -21.796 35.917 -6.092
O -21.975 34.484 -6.104
C -20.857 33.580 -5.745
N -20.656 37.805 -4.834
H -22.952 36.561 -3.629
H -21.563 36.859 -2.553
H -21.938 35.220 -3.239
H -20.272 35.818 -4.542
H -21.247 36.261 -6.969
H -22.830 36.256 -6.149
H -19.947 33.861 -6.276
H -21.085 32.636 -6.240
H -20.649 33.428 -4.686
H -19.984 37.969 -4.098
H -21.413 38.346 -4.441
C -19.240 33.093 -1.616
C -17.766 33.043 -2.007
C -17.638 33.030 -3.587
O -18.521 32.040 -4.103
C -18.050 30.697 -3.895
N -17.139 34.170 -1.302
H -19.832 32.265 -2.004
H -19.715 34.065 -1.750
H -19.325 33.023 -0.531
H -17.354 32.136 -1.563
H -16.617 32.893 -3.942
H -18.009 33.981 -3.970
H -18.647 29.972 -4.447
H -18.248 30.397 -2.866
H -16.989 30.641 -4.139
H -17.456 34.983 -1.811
H -16.143 34.192 -1.462
C -20.901 40.252 2.984
C -21.686 39.382 2.017
C -23.049 39.930 1.606
O -23.745 40.358 2.751
C -25.094 40.805 2.459
N -20.965 38.925 0.955
H -21.482 40.515 3.867
H -20.669 41.163 2.433
H -19.938 39.787 3.197
H -21.799 38.401 2.478
H -23.654 39.154 1.135
H -22.999 40.786 0.934
H -25.691 40.076 1.912
H -24.946 41.673 1.816
H -25.606 41.117 3.369
H -21.467 38.117 0.613
H -20.859 39.579 0.193
C -18.455 43.291 0.215
C -19.627 42.898 -0.632
C -20.883 43.745 -0.400
O -22.092 43.099 -0.936
C -23.137 43.688 -0.307
N -19.225 42.824 -2.034
H -18.010 44.267 0.021
H -17.684 42.525 0.131
H -18.738 43.357 1.266
H -19.930 41.880 -0.389
H -20.776 44.755 -0.797
H -20.834 43.773 0.689
H -24.032 43.077 -0.423
H -23.331 44.646 -0.788
H -23.102 43.829 0.773
H -19.287 43.759 -2.412
H -19.929 42.289 -2.522
C -11.963 37.408 -1.786
C -12.355 38.139 -0.550
C -13.818 38.722 -0.629
O -14.066 39.513 0.515
C -15.384 39.992 0.777
N -12.262 37.208 0.597
H -11.978 38.129 -2.604
H -12.571 36.527 -1.989
H -10.902 37.199 -1.651
H -11.731 38.992 -0.284
H -14.632 37.998 -0.660
H -13.901 39.306 -1.546
H -15.951 40.190 -0.133
H -15.430 40.768 1.540
H -15.912 39.207 1.318
H -12.963 37.448 1.283
H -12.619 36.294 0.356
O -20.824 39.228 -7.042
H -20.016 39.740 -7.011
H -20.842 38.757 -6.209
O -16.814 41.676 -2.717
H -16.783 40.785 -2.370
H -17.661 42.017 -2.430
O -18.316 38.481 1.736
H -17.986 38.348 0.848
H -19.264 38.556 1.632
O -14.511 43.217 -2.537
H -15.232 42.602 -2.669
H -13.811 42.688 -2.153

F_max ... 0.185 hartree/bohr
Total charge ... -1
Lowest unoccupied orbital energy ... 1.57 eV
Gap between HOMO and LUMO ... 8.10 eV

Here are the Löwdin charges for atoms 1 to 99, given in e:
1. B -1.560
2. F 0.154
3. F 0.204
4. F 0.178
5. F 0.182
6. C -0.734
7. O -0.013
8. N 0.199
9. N 0.198
10. H 0.063
11. H 0.107
12. H 0.127
13. H 0.058
14. C -0.741
15. O 0.055
16. N 0.168
17. N 0.173
18. H 0.072
19. H 0.127
20. H 0.055
21. H 0.123
22. C -0.928
23. O 0.054
24. N 0.199
25. N 0.184
26. H 0.096
27. H 0.130
28. H 0.039
29. H 0.123
30. C -0.833
31. O 0.022
32. N 0.207
33. N 0.187
34. H 0.069
35. H 0.128
36. H 0.083
37. H 0.110
38. C -0.050
39. C -0.383
40. C -0.252
41. O -0.167
42. C -0.053
43. N 0.035
44. H 0.067
45. H 0.070
46. H 0.075
47. H 0.149
48. H 0.117
49. H 0.119
50. H 0.088
51. H 0.069
52. H 0.082
53. H 0.095
54. H 0.053
55. C -0.040
56. C -0.424
57. C -0.178
58. O -0.190
59. C -0.098
60. N 0.019
61. H 0.072
62. H 0.065
63. H 0.070
64. H 0.113
65. H 0.099
66. H 0.107
67. H 0.082
68. H 0.071
69. H 0.097
70. H 0.013
71. H 0.055
72. C -0.056
73. C -0.396
74. C -0.188
75. O -0.196
76. C -0.083
77. N 0.045
78. H 0.055
79. H 0.081
80. H 0.080
81. H 0.124
82. H 0.125
83. H 0.103
84. H 0.070
85. H 0.085
86. H 0.084
87. H 0.087
88. H 0.062
89. C -0.054
90. C -0.404
91. C -0.241
92. O -0.170
93. C -0.095
94. N 0.065
95. H 0.080
96. H 0.072
97. H 0.069
98. H 0.103
99. H 0.116

***

- Among the records above, which one has the lowest gap between HOMO and LUMO?
  C9H7NS

***

- Number 1 is which compound?
  C20H22Cl2N2O2

***

- Which value of gap between HOMO and LUMO does entry 3 give?
  8.10 eV

***

- Which value of total charge does entry 1 give?
  0